Arrangement P

{
  "formula": "C4H7ClOS",
  "method": "the ωB97M-V functional and the def2-TZVPD basis",
  "mol_weight_g_mol": 138.62,
  "smiles": "C=[S@@](=O)(Cl)C1CC1",
  "gap_ha": [0.3170, 0.3169],
  "symbols": ["C", "C", "C", "C", "O", "S", "Cl", "H", "H", "H", "H", "H", "H", "H"],
  "positions_angstrom": [[1.544, 2.024, -0.920], [-0.438, -1.557, -0.801], [-0.774, -1.031, 0.582], [-0.335, -0.085, -0.460], [2.060, -0.259, -1.729], [1.498, 0.470, -0.607], [2.514, -0.425, 1.166], [2.368, 2.306, -1.543], [1.190, 2.729, -0.273], [0.471, -2.217, -1.006], [-1.359, -1.850, -1.439], [-1.629, -0.812, 1.135], [-0.047, -1.482, 1.246], [-0.943, 0.678, -0.918]]
}

Arrangement Q

{
  "formula": "C4H7ClOS",
  "method": "the ωB97M-V functional and the def2-TZVPD basis",
  "mol_weight_g_mol": 138.62,
  "gap_ha": 0.3123,
  "symbols": ["C", "C", "C", "C", "H", "H", "H", "H", "H", "H", "H", "O", "S", "Cl"],
  "positions_angstrom": [[1.250, -0.951, -0.269], [0.187, -0.456, 0.872], [-1.178, 0.079, 0.516], [-0.297, 1.087, 0.871], [1.366, 0.220, -1.655], [0.926, -1.969, -0.159], [2.274, -0.556, 0.208], [0.262, -0.988, 1.840], [-2.122, -0.111, 1.159], [-1.344, 0.731, -2.226], [-0.118, 1.675, 1.827], [0.997, -0.628, -1.551], [-2.306, -0.182, -0.792], [0.102, 2.047, -0.641]]
}

Ranked by calculated energy, most stable first: arrangement P, arrangement Q.

Arrangement P

{
  "formula": "C2HBrF2O",
  "method": "the ωB97M-V functional and the def2-TZVPD basis",
  "mol_weight_g_mol": 158.93,
  "gap_ha": 0.3764,
  "symbols": ["C", "C", "O", "F", "F", "Br", "H"],
  "positions_angstrom": [[-1.217, 1.217, 0.588], [1.703, -1.208, -0.471], [-1.624, 1.241, -0.488], [1.018, -2.366, -0.733], [1.421, -0.544, -1.595], [0.088, -0.097, 1.202], [-1.389, 1.756, 1.497]]
}

Arrangement Q

{
  "formula": "C2HBrF2O",
  "method": "the ωB97M-V functional and the def2-TZVPD basis",
  "mol_weight_g_mol": 158.93,
  "gap_ha": 0.3436,
  "symbols": ["C", "C", "O", "F", "F", "Br", "H"],
  "positions_angstrom": [[-1.195, 0.582, 0.333], [1.305, -0.563, -1.014], [-2.049, -0.051, 0.881], [-1.429, 1.523, -0.444], [0.919, -1.757, -0.776], [2.437, -0.113, 0.335], [0.012, 0.380, 0.686]]
}

Ranked by calculated energy, most stable first: arrangement P, arrangement Q.

Arrangement P

{
  "formula": "C2H9NOS",
  "method": "the ωB97M-V functional and the def2-TZVPD basis",
  "mol_weight_g_mol": 95.17,
  "smiles": "NCO.CS",
  "gap_ha": 0.3641,
  "symbols": ["C", "S", "H", "H", "H", "H", "N", "C", "O", "H", "H", "H", "H", "H"],
  "positions_angstrom": [[0.989, 1.369, -2.521], [-0.350, 0.366, -1.861], [0.640, 2.324, -2.905], [1.702, 1.602, -1.746], [1.475, 0.857, -3.339], [-0.991, 1.312, -1.168], [0.442, -1.810, 1.619], [0.341, -0.613, 2.405], [-0.953, -0.009, 2.207], [-0.443, -2.304, 1.701], [0.455, -1.544, 0.636], [0.446, -0.891, 3.455], [1.089, 0.092, 2.067], [-0.992, 0.763, 2.784]]
}

Arrangement Q

{
  "formula": "C2H9NOS",
  "method": "the ωB97M-V functional and the def2-TZVPD basis",
  "mol_weight_g_mol": 95.17,
  "smiles": "NCO.CS",
  "gap_ha": 0.3597,
  "symbols": ["C", "S", "H", "H", "H", "H", "N", "C", "O", "H", "H", "H", "H", "H"],
  "positions_angstrom": [[0.929, -1.678, -1.341], [0.621, -0.125, -2.271], [0.999, -2.425, -2.128], [1.853, -1.654, -0.779], [-0.035, -1.863, -0.877], [0.566, 0.835, -1.331], [-1.478, 0.233, 2.733], [-0.255, 0.647, 2.173], [-0.394, 1.246, 0.849], [-2.275, 0.735, 2.413], [-1.649, -0.748, 2.695], [0.244, 1.442, 2.724], [0.406, -0.210, 2.025], [-0.878, 0.580, 0.356]]
}

Ranked by calculated energy, most stable first: arrangement P, arrangement Q.

Arrangement P

{
  "formula": "C4H7NO2S",
  "method": "the ωB97M-V functional and the def2-TZVPD basis",
  "mol_weight_g_mol": 133.17,
  "smiles": "N[C@@H]1C[C@]1(O)C(O)=S",
  "gap_ha": 0.3362,
  "symbols": ["C", "C", "C", "C", "H", "H", "H", "H", "H", "H", "H", "N", "O", "O", "S"],
  "positions_angstrom": [[1.738, 0.432, -0.162], [1.091, 0.587, 1.150], [0.196, 0.688, -0.056], [-0.728, -0.557, -0.109], [2.684, -1.021, -1.408], [3.357, -0.881, -0.033], [2.147, 1.371, -0.662], [1.190, 1.601, 1.536], [0.961, -0.118, 1.899], [-1.052, 2.066, 0.139], [0.841, -1.851, 0.342], [2.395, -0.850, -0.413], [-0.210, 1.938, -0.490], [-0.169, -1.767, 0.086], [-2.353, -0.218, -0.039]]
}

Arrangement Q

{
  "formula": "C4H7NO2S",
  "method": "the ωB97M-V functional and the def2-TZVPD basis",
  "mol_weight_g_mol": 133.17,
  "gap_ha": 0.3376,
  "symbols": ["C", "C", "C", "C", "N", "O", "O", "S", "H", "H", "H", "H", "H", "H", "H"],
  "positions_angstrom": [[-0.728, -0.132, 0.532], [1.924, 0.354, 0.254], [-1.277, -1.483, 0.170], [-1.206, 1.021, -0.315], [2.119, -0.656, -0.304], [-0.045, 0.041, 1.514], [1.982, -1.733, -0.802], [2.374, 1.937, 0.633], [-2.331, -1.498, 0.445], [-1.196, -1.672, -0.896], [-0.757, -2.259, 0.726], [-1.637, 0.691, -1.254], [-1.965, 1.552, 0.260], [-0.395, 1.723, -0.495], [3.138, 2.113, -0.469]]
}

Arrangement R

{
  "formula": "C4H7NO2S",
  "method": "the ωB97M-V functional and the def2-TZVPD basis",
  "mol_weight_g_mol": 133.17,
  "smiles": "CO/C(N)=C/C(O)=S",
  "gap_ha": 0.3223,
  "symbols": ["C", "C", "C", "C", "H", "H", "H", "H", "H", "H", "H", "N", "O", "O", "S"],
  "positions_angstrom": [[-0.238, -3.323, -0.878], [-0.064, -0.992, -0.294], [0.622, -0.171, 0.568], [0.368, 1.304, 0.703], [-0.140, -3.167, -2.004], [0.343, -4.251, -0.615], [-1.288, -3.262, -0.561], [-1.301, 0.431, -1.194], [-1.347, -1.020, -1.908], [1.176, -0.590, 1.459], [1.004, 2.731, 1.766], [-1.326, -0.576, -0.960], [0.488, -2.292, -0.252], [0.996, 1.705, 1.939], [-0.323, 2.309, -0.270]]
}

Ranked by calculated energy, most stable first: arrangement R, arrangement P, arrangement Q.

Arrangement P

{
  "formula": "C6H13NOS",
  "method": "the ωB97M-V functional and the def2-TZVPD basis",
  "mol_weight_g_mol": 147.24,
  "gap_ha": [0.2050, 0.2208],
  "symbols": ["C", "C", "C", "C", "C", "C", "N", "O", "S", "H", "H", "H", "H", "H", "H", "H", "H", "H", "H", "H", "H", "H"],
  "positions_angstrom": [[-1.788, -0.496, -0.673], [2.968, 0.189, 0.780], [-0.398, -0.425, -1.061], [1.993, -0.287, -0.348], [0.590, 0.074, 0.072], [-2.304, 1.822, -0.286], [-2.298, 0.553, -0.163], [-2.808, 2.551, 0.744], [-1.824, -3.374, 0.330], [-2.262, -1.584, -0.338], [3.449, 1.246, 0.521], [2.498, 0.297, 1.823], [3.863, -0.553, 0.828], [-0.163, 0.403, -1.726], [-0.153, -1.465, -1.284], [2.141, 0.102, -1.261], [2.175, -1.303, -0.490], [0.304, 1.045, 0.236], [0.218, -0.570, 0.858], [-2.177, 2.525, -1.101], [-3.147, 1.915, 1.422], [-0.880, -2.667, 1.117]]
}

Arrangement Q

{
  "formula": "C6H13NOS",
  "method": "the ωB97M-V functional and the def2-TZVPD basis",
  "mol_weight_g_mol": 147.24,
  "gap_ha": [0.2952, 0.2780],
  "symbols": ["C", "C", "C", "C", "C", "C", "N", "O", "S", "H", "H", "H", "H", "H", "H", "H", "H", "H", "H", "H", "H", "H"],
  "positions_angstrom": [[2.104, 0.721, 0.090], [3.069, 1.844, -0.098], [2.658, 0.975, -1.295], [-2.350, -0.589, 1.163], [-0.095, -0.792, 0.023], [-1.629, -0.943, -0.064], [-1.788, -2.311, -0.533], [0.029, 1.367, 1.628], [0.389, 0.946, 0.274], [2.496, 2.808, -0.199], [3.981, 1.904, 0.574], [3.427, 0.347, -1.751], [2.038, 1.444, -2.039], [-2.138, -1.489, 1.813], [-3.536, -0.352, 1.119], [-1.812, 0.263, 1.553], [0.527, -1.013, -0.871], [0.308, -1.323, 0.880], [-1.940, -0.205, -0.871], [-2.693, -2.455, -0.895], [-1.802, -2.849, 0.308], [-1.243, 1.703, -0.806]]
}

Ranked by calculated energy, most stable first: arrangement P, arrangement Q.